Below is a 11-piece molecular cluster, C57H145Cl2N6O9P2 overall at a distorted geometry, with properties calculated with ωB97M-V/def2-TZVPD.

Last column: Mulliken charge in e.
Atoms and positions in Å:
C (3.608353, -0.580156, -1.026979)  -1.22
H (4.555020, 5.229135, 1.744528)  0.41
H (5.134003, 1.864867, 2.701719)  0.44
C (-3.410056, 6.930684, 8.365115)  -0.54
C (4.272543, -7.608378, 2.787575)  -0.43
H (-8.124330, -1.866587, 0.771982)  0.16
H (2.169389, -6.498662, -7.174503)  0.74
C (-6.387436, 0.437170, 1.566467)  -0.26
H (-2.582428, 4.972857, 7.886684)  -0.04
H (-10.868853, -1.274977, -0.393290)  0.39
C (-4.734711, -6.907962, -2.448523)  -0.70
H (-2.307512, 8.732473, 8.956542)  0.32
H (-6.026972, 5.290449, -1.960535)  0.34
O (-3.689317, -6.225248, -1.691709)  -0.32
C (5.467538, -4.130324, -6.138780)  -0.34
H (-5.045721, 6.448329, -3.963454)  0.32
H (1.492622, -2.155594, -3.515853)  0.23
H (-3.737355, 8.004025, -5.526224)  0.44
H (1.654804, 6.094003, 4.943760)  0.56
H (0.922368, 2.112820, 1.037149)  0.18
H (2.467427, 4.467812, 9.299605)  0.33
H (-0.398547, -2.053608, -10.275814)  0.35
H (2.951867, 0.776894, 0.465058)  0.13
H (-3.518053, 3.901175, 6.479846)  0.16
O (5.195767, 3.218653, -0.991774)  -0.22
H (2.000271, -1.727446, 1.469591)  0.32
H (2.116635, 6.285481, 7.444661)  0.46
H (-5.531633, 4.816357, -0.380544)  0.25
C (1.756497, -5.578014, -7.508834)  -1.17
H (1.180360, 5.489499, 11.606957)  0.39
C (-2.862554, -5.513984, 1.829840)  -1.43
Cl (-5.428756, -1.562213, -0.780688)  -0.74
C (-0.486174, -6.793781, -7.509477)  -0.63
H (-0.415821, 3.388820, 4.561750)  0.14
C (6.220012, 3.600089, -0.121136)  -0.70
O (3.343238, -8.521169, 3.354946)  -0.49
H (0.388352, 4.297730, 10.575644)  0.28
C (-2.281412, 5.995384, 7.950716)  0.17
H (-1.215496, -7.719950, -9.259210)  0.39
C (2.693719, -9.525028, 2.599103)  -0.65
H (-2.438597, -4.732408, 2.387296)  0.46
H (-5.330101, -4.540076, 0.957884)  0.26
C (0.558392, 4.771044, 7.427585)  -1.03
C (-8.400872, 0.126779, 0.185988)  -0.55
H (-3.907839, 9.026748, -2.997719)  0.41
H (1.215524, -1.958355, -8.119107)  0.20
H (0.710658, -0.121446, -5.667772)  0.42
H (-3.703586, -6.021697, 2.357605)  0.35
H (-4.274767, -3.219321, 0.999260)  0.39
H (-3.431933, 2.534730, 8.424295)  0.32
O (-7.862536, 0.584997, 1.427848)  -0.49
C (7.527411, -3.787544, -4.695226)  -1.24
P (2.897011, -4.312011, -7.116056)  0.91
H (6.341869, -7.214894, 3.190569)  0.38
C (6.251902, -9.175214, 2.274021)  -1.25
H (1.216552, -3.497251, -5.922534)  0.30
H (-5.681510, -6.601061, -2.021188)  0.31
H (4.722888, -5.554000, -7.764921)  0.57
H (-1.462892, 6.060085, 8.663581)  -0.35
H (4.254548, -5.985828, -6.088373)  0.51
H (3.295816, -1.292512, -1.805684)  0.24
H (-1.519094, -6.739050, -7.145322)  0.37
H (0.285146, -5.512860, -5.885801)  0.55
H (3.992218, -6.624182, 3.161957)  0.35
H (1.715371, -5.678528, -8.611734)  0.35
H (1.866795, -9.071550, 2.034476)  0.26
C (0.219866, -5.565184, -6.948577)  -0.71
C (5.594216, 2.010804, 1.729500)  -1.28
H (3.062211, 1.747341, -1.913961)  -0.23
H (-5.539265, 8.632807, -3.269870)  0.37
C (2.540076, 0.292896, -0.411208)  0.96
C (6.726365, -4.824528, -5.538505)  -0.58
C (-3.223889, 7.340613, -4.829713)  -1.45
H (-2.518375, 6.589564, -2.375302)  0.30
O (4.058650, -3.276638, 3.035289)  -0.45
H (4.877141, 2.084988, -2.600992)  0.17
H (-1.179484, 7.947363, 3.163728)  0.48
H (-1.125421, 7.460445, 6.699262)  0.77
H (-10.341651, -2.858901, -0.190813)  0.43
Cl (2.137574, 3.268133, 3.228977)  -0.73
H (-7.702696, 0.089751, -0.663301)  0.33
H (2.615699, 6.211615, 9.824723)  0.36
H (3.820083, 4.251773, 0.541643)  0.44
H (-9.158085, 0.838865, -0.132584)  0.38
H (-0.098689, -0.621018, -9.519780)  0.35
H (-3.932946, 8.999779, 8.566689)  0.45
H (-2.635053, -4.495562, -0.046247)  0.39
C (4.475953, -5.136880, -6.759393)  -1.01
H (6.387450, 3.270482, -2.729058)  0.32
H (2.406496, -1.468033, -6.348386)  0.04
H (0.423708, -7.106046, -9.407702)  0.32
N (-4.635267, 8.249808, -2.964852)  -0.29
N (1.425198, -0.530699, -0.033899)  -0.37
H (-0.942562, -5.947563, -9.438438)  0.27
C (1.917842, 5.394071, 9.521728)  -0.61
H (-9.615021, -1.907629, -1.470908)  0.36
P (-0.418237, 5.353461, 5.974889)  1.10
O (2.522640, -1.891666, 2.278534)  -0.37
C (0.678794, 2.712670, 0.131669)  -0.52
C (-3.282537, 2.852682, 6.298512)  -0.21
H (-1.809116, 4.396913, 4.400456)  0.53
C (5.710371, -8.097636, 3.180725)  0.03
H (-10.438103, -0.384568, 1.783163)  0.37
C (3.059330, -3.067704, -8.407361)  -1.38
H (-2.147012, 7.293611, 1.017711)  0.38
H (-0.226534, -0.232374, -4.172934)  0.38
N (4.371259, 4.263304, 1.449195)  0.02
H (5.025053, 1.458134, 1.016701)  0.01
H (2.095051, -2.277633, -11.025769)  0.42
O (2.765701, -3.892881, 1.247698)  -0.59
H (-1.519380, 1.827068, 5.691883)  0.62
C (2.608871, -2.070793, -5.465305)  -0.13
C (1.676944, -2.559470, -8.855201)  -0.34
C (0.176410, 6.252037, 3.279463)  -0.46
H (-2.965998, 6.422002, -5.422992)  0.36
N (-4.490407, -4.150452, 0.594853)  -0.31
H (-4.625354, -7.988010, -2.332406)  0.31
H (6.224496, -9.148552, 4.997932)  0.34
H (-4.228879, 6.719849, 7.712437)  0.30
C (-5.167123, 4.972986, -1.415408)  -0.80
H (-3.711494, 6.669535, 9.383096)  0.44
C (3.026422, -3.130689, 2.178335)  0.81
H (3.635043, 3.895668, 2.173034)  -0.24
H (3.579796, -3.529620, -9.237116)  0.66
C (0.834171, 5.273179, 10.587117)  -1.02
H (2.292684, -10.241093, 3.358030)  0.26
H (0.726772, 6.778127, 8.311803)  0.26
H (7.223406, -9.507724, 2.585205)  0.42
H (-1.243928, 2.820175, 7.064536)  0.13
C (-1.634521, 6.489863, 6.630002)  -1.41
H (3.715422, -2.268257, -8.070451)  0.70
H (2.302556, -0.578568, -3.930282)  -0.02
H (4.120789, -2.528803, 3.602520)  0.33
C (-1.132970, 6.934330, 2.875127)  -0.13
H (2.455303, -0.969567, -9.923581)  0.34
H (0.127889, 6.080683, 10.438582)  0.21
H (4.968116, -3.616991, -5.342492)  0.02
H (-0.205952, 2.332517, -0.383895)  0.32
H (-6.033188, 0.702796, 2.571229)  0.21
H (5.527504, -10.007015, 2.336478)  0.32
H (-4.845686, -3.807045, -0.356485)  0.31
H (-0.142172, 4.245921, 8.115454)  0.34
H (6.547816, 4.670756, -0.203101)  0.33
H (7.800278, -2.916579, -5.310941)  0.30
N (5.516207, -8.557299, 4.560155)  -0.24
H (-5.910381, 1.020510, 0.772470)  0.27
H (-0.077901, -7.694883, -7.002648)  0.32
H (6.905442, -3.517594, -3.860803)  0.29
C (1.350993, 5.872873, 8.136412)  -0.77
H (-2.328162, 7.830804, -4.519580)  0.43
H (-1.947842, 6.532389, 3.452171)  0.19
C (0.255855, -1.222891, -10.338276)  -1.25
H (-0.438333, 7.137769, 0.827712)  0.38
H (-4.855141, 1.976740, 7.582527)  0.37
C (-1.297378, 6.708921, 1.388704)  -1.50
H (7.082958, 2.949185, -0.115701)  0.46
H (1.119012, -1.096794, -0.808555)  0.24
H (-4.709997, 8.134899, -1.940530)  0.33
H (0.255777, -0.802295, -11.366912)  0.37
C (5.754048, 2.571594, -2.135230)  -0.74
C (-8.978524, -1.265563, 0.511272)  0.30
O (1.789232, 2.749352, -0.645582)  -0.36
C (0.405841, -0.787185, -4.896214)  -1.46
C (-0.549523, -6.872326, -8.989275)  -1.12
H (-0.251108, -4.662253, -7.259694)  0.40
H (6.425283, 1.755881, -1.744881)  0.37
H (2.520477, -4.132286, -4.824783)  0.57
C (-1.813586, 2.807286, 6.096375)  -0.75
H (-4.773872, 4.011878, -1.812133)  0.35
C (-9.977854, -1.891985, -0.443810)  -1.38
H (-0.166365, -1.604187, -5.400026)  0.31
H (1.002798, -3.455396, -8.932613)  0.23
C (5.704033, 3.483756, 1.322864)  0.21
H (-3.342992, 5.070590, -2.986232)  0.46
H (6.314215, -8.833907, 1.236037)  0.33
C (-3.757304, 2.047873, 7.519526)  -1.43
H (5.726750, -3.431868, -6.931334)  0.40
C (-3.488967, 6.083812, -2.595391)  -0.67
H (4.169984, -1.155989, -0.243535)  0.23
H (4.311848, 0.076575, -1.552217)  0.23
C (2.174541, 1.471676, -1.305126)  -0.62
H (-3.859530, 2.617343, 5.383724)  0.33
C (-3.332094, -5.104602, 0.494017)  0.21
H (-4.737848, -6.639778, -3.496902)  0.26
H (0.516750, 7.358083, 5.136260)  0.53
H (5.349487, -7.776989, 5.169599)  0.35
C (1.727737, -1.774746, -10.145102)  -0.61
H (0.969799, 6.740470, 2.708583)  0.65
C (-4.142371, 6.971626, -3.687166)  0.17
H (-4.838112, -6.637677, 0.051192)  0.41
H (3.648593, -1.928619, -5.141315)  0.31
H (6.428042, -5.597485, -4.847791)  0.35
H (-3.107167, -7.105447, 0.077524)  0.36
H (7.284258, -5.340349, -6.314089)  0.42
H (0.562697, 3.716682, 0.502957)  0.10
H (-3.344063, 1.062451, 7.491353)  0.38
H (-1.412371, 5.681909, 1.111063)  0.33
H (-2.911014, 8.760482, 7.279844)  0.29
O (-4.151681, 5.990983, -1.412728)  -0.32
C (-3.820686, -6.330150, -0.269166)  -0.80
H (-2.072171, -6.235889, 1.675145)  0.39
H (6.601158, 1.648617, 1.786310)  0.49
H (3.355887, -10.038904, 1.843673)  0.33
C (0.601508, 6.327427, 4.794315)  -1.08
H (-10.091489, -1.970316, 2.171744)  0.34
H (6.411163, 3.933006, 2.031623)  0.36
H (4.588532, -9.022980, 4.470022)  0.35
C (-3.098855, 8.409286, 8.302597)  -1.30
H (1.281335, 4.024302, 7.079741)  0.69
N (-9.676419, -1.107038, 1.872443)  -0.28
C (2.291124, -3.498981, -5.676307)  -0.92
C (1.678347, -1.401809, -4.369263)  -0.12
C (-1.166561, 3.895484, 5.153561)  -0.65
H (-6.135072, -0.599664, 1.366877)  -0.04
H (0.081467, 5.217298, 3.003297)  -0.12
H (8.432508, -4.123138, -4.190474)  0.41
H (0.612000, -0.017114, 0.349826)  0.26
H (4.300900, -7.534541, 1.682317)  0.32
H (-8.947382, -0.768106, 2.518330)  0.36
H (1.429117, 1.258977, -2.073238)  0.32
H (-2.374023, 6.556988, 5.848982)  0.69

Cartesian forces (eV/Å) of the 6 atoms listed first:
C 1.4 -0.3 0.0
H -0.1 -0.3 -0.4
H -0.1 0.2 0.2
C 0.3 -0.3 0.6
C 0.4 -0.5 -0.9
H 0.4 -0.6 -0.3

The total charge is +5. For the orbital gap, the calculation gives 8.5 eV. The HOMO energy comes out at -16.0 eV.

---

Below is C4H48BO32 as an isolated structure at a distorted geometry, with properties calculated with ωB97M-V/def2-TZVPD.

Last column: Mulliken charge in e.
Atoms and positions in Å:
H (10.487138, 8.239804, -14.083363)  -0.05
H (13.556273, 3.260000, -15.251207)  0.32
C (13.920901, 6.716954, -14.218136)  0.89
O (7.548309, 2.423901, -13.314050)  -0.75
O (13.118873, 5.416086, -17.598879)  -0.55
H (8.492586, 4.667645, -11.834270)  0.42
H (9.972024, 7.248769, -16.247853)  0.38
H (14.087951, 5.227855, -9.616658)  0.29
H (17.210597, 8.606662, -12.041908)  0.30
H (8.200329, 0.419358, -17.427984)  0.23
O (13.089893, 4.862081, -13.409213)  0.40
H (16.135618, 9.657700, -14.294825)  0.30
O (9.784580, 8.553837, -14.661654)  -0.82
O (8.851476, 7.085408, -11.226784)  -0.67
O (10.889530, 2.545250, -12.281375)  -0.66
H (12.849373, 1.235291, -14.097578)  0.24
H (6.981269, 3.098391, -14.811757)  0.46
O (8.695355, 5.296246, -13.732221)  -1.22
O (16.613929, 7.881211, -12.063422)  -0.67
H (7.411836, 3.948581, -16.035798)  0.28
O (8.635975, 1.230043, -17.104391)  -0.57
H (15.114435, 5.850528, -10.571355)  0.37
H (13.985442, 3.276287, -12.727220)  0.36
H (10.871784, 1.585109, -12.024286)  0.29
O (14.629372, 7.760820, -14.126393)  -0.37
H (15.244714, 10.765246, -14.940312)  0.32
H (8.993793, 8.252438, -14.285918)  0.58
C (14.046684, 5.619830, -13.358897)  -0.29
H (13.567606, 9.308603, -14.267349)  0.29
H (8.173611, 1.725845, -13.193771)  0.31
H (7.770863, 3.071257, -12.655120)  0.44
H (16.212956, 6.728113, -17.279338)  0.26
H (9.330941, 1.208747, -15.315086)  0.33
H (12.438319, 4.700180, -17.541996)  0.22
H (10.560803, 3.327311, -17.219469)  -0.02
O (10.781599, 5.754587, -13.446014)  0.98
O (12.775217, 8.159798, -17.045052)  -0.84
H (16.164981, 7.901403, -16.447112)  0.31
O (12.945150, 9.906707, -14.638153)  -0.57
C (10.374504, 4.438398, -15.125361)  -0.28
H (16.331458, 7.728912, -12.970832)  0.20
H (16.758279, 4.542627, -15.360412)  0.30
O (9.263116, 0.594278, -14.575694)  -0.64
H (12.872866, 7.922813, -16.131872)  0.33
H (12.679543, 10.568596, -13.951857)  0.27
H (15.019409, 2.550401, -11.804689)  0.32
H (11.283664, 7.256145, -17.029761)  0.42
O (15.005964, 5.454592, -9.689510)  -0.66
O (11.415690, 8.436274, -12.383179)  -0.62
H (11.479182, 9.196254, -11.792198)  0.27
O (14.339618, 2.416634, -12.531001)  -0.66
H (11.616434, 2.951661, -11.794869)  0.22
H (8.391979, 7.961030, -11.167180)  0.27
H (9.159533, 3.328146, -11.840562)  0.27
O (8.668714, 3.937495, -11.291233)  -0.80
O (15.706059, 7.511087, -17.165970)  -0.55
B (12.060309, 5.507158, -14.170094)  -0.32
O (6.682172, 3.396195, -15.670625)  -0.69
O (16.835682, 4.222897, -14.445684)  -0.74
H (9.447219, 1.113113, -17.631479)  0.30
H (17.849037, 9.031735, -15.487743)  0.26
H (11.768242, 7.766863, -11.750510)  0.22
H (11.692728, 2.207028, -14.226752)  0.16
O (9.792663, 3.407086, -15.462909)  -0.75
O (17.373774, 8.354763, -14.984597)  -0.62
H (13.167374, 5.431955, -18.545169)  0.29
O (15.043683, 5.367325, -12.765576)  -0.80
O (10.427949, 6.891786, -17.018424)  -0.76
O (15.720243, 10.490268, -14.160383)  -0.71
C (9.868636, 5.248331, -14.080179)  0.25
H (7.836411, 6.766779, -13.508720)  0.49
H (17.951015, 7.629217, -15.132803)  0.27
O (12.432305, 1.850703, -14.691019)  -0.64
H (13.819560, 4.373617, -16.368325)  0.53
H (9.796841, 7.201500, -11.475020)  0.29
H (16.125668, 4.641079, -13.993821)  0.18
H (7.485437, 8.229748, -13.051152)  0.24
O (11.653133, 4.596044, -15.273087)  1.30
O (7.490589, 7.632528, -13.742662)  -0.75
H (10.390376, 3.938212, -18.540712)  0.35
H (9.278418, -0.264262, -14.938688)  0.26
O (12.740337, 6.738667, -14.640517)  1.31
H (13.368477, 7.566059, -17.533914)  0.29
O (11.060097, 3.443699, -18.034542)  -0.76
O (14.216435, 3.665202, -15.849445)  -0.64

Cartesian forces (eV/Å) of the 6 atoms listed first:
H 0.1 0.3 0.0
H 0.2 0.0 -0.8
C 2.5 7.9 1.0
O -0.9 0.0 -0.2
O -0.8 -0.9 0.1
H -0.3 2.0 -1.2

The total charge is -1. For the orbital gap, the calculation gives 8.9 eV. The HOMO energy comes out at -7.4 eV.

---

- Which of these has the highest HOMO?
  C4H48BO32

---

- Look up the HOMO of the first one.
  -16.0 eV